(1)
25
Properties=species:S:1:pos:R:3:lowdin_charge:R:1 method="wB97M-V/def2-TZVPD" homo_ev=-8.63 de_lowest_kj_mol=256.0 smiles=CCNCC.O.O.O homo_lumo_gap_ev=8.871 fmax_ev_per_a=5.5 spin_multiplicity=1
C -0.87768 0.80013 1.40419 -0.285
N -1.67106 0.88775 0.13748 -0.094
C -1.69322 2.14873 -0.65122 -0.274
C -2.14206 3.35975 0.12199 -0.109
C 0.45494 1.47395 1.50039 -0.124
H -1.58741 1.17955 2.27210 0.131
H -1.04848 -0.27312 1.62789 0.108
H -1.46783 0.10456 -0.38777 0.038
H -0.59510 2.37341 -0.97624 0.113
H -2.27323 1.95215 -1.62162 0.130
H -1.98591 4.23173 -0.39332 0.046
H -3.12724 3.27483 0.47012 0.059
H -1.74335 3.48142 1.10574 0.061
H 0.63462 2.47433 0.97487 0.089
H 1.35036 1.01995 1.13208 0.043
H 0.74237 1.66841 2.55710 0.078
H 3.45407 -2.89661 1.46780 0.076
H 3.42440 -2.09372 0.12561 0.044
O 2.86213 -2.66341 0.68814 -0.091
H -0.45385 -1.90120 -0.27743 0.013
H 0.80825 -2.68657 -0.60383 0.017
O -0.12099 -2.81300 -0.33369 -0.068
H 2.25060 -4.41225 -3.04326 -0.027
H 2.32481 -5.85981 -3.44390 0.153
O 2.48086 -4.83095 -3.85321 -0.127

(2)
25
Properties=species:S:1:pos:R:3:lowdin_charge:R:1 method="wB97M-V/def2-TZVPD" homo_ev=-9.47 de_lowest_kj_mol=53.5 smiles=CCCNC.O.O.O homo_lumo_gap_ev=10.179 fmax_ev_per_a=1.9 spin_multiplicity=1
C 0.50699 0.86829 2.28894 -0.101
C -0.92256 0.77545 1.77532 -0.247
C -1.10665 1.32445 0.35251 -0.257
N -0.33093 0.55587 -0.61747 -0.146
C -0.61571 0.92467 -2.00277 -0.115
H 0.82791 1.88023 2.54496 0.077
H 0.59714 0.42554 3.27585 0.067
H 1.15995 0.36050 1.58367 0.055
H -1.19926 -0.28270 1.70952 0.093
H -1.62316 1.29185 2.42796 0.104
H -2.15126 1.23616 0.07367 0.110
H -0.82173 2.38722 0.41795 0.121
H 0.65332 0.71646 -0.43155 0.064
H -1.68728 1.11063 -2.11243 0.080
H -0.17951 1.87812 -2.32304 0.083
H -0.34878 0.07614 -2.61733 0.072
H -1.46213 -2.47225 0.24349 0.040
H -1.17281 -1.33829 -0.45891 -0.001
O -1.44700 -2.25619 -0.70293 -0.088
H 1.08960 -3.54556 -0.94357 0.046
H 0.91982 -2.03885 -1.17073 0.007
O 1.55099 -2.70493 -0.87741 -0.062
H 2.68913 -1.00596 -0.34270 0.024
H 2.36841 -0.09682 -1.49767 0.035
O 2.70549 -0.07002 -0.59534 -0.060

(3)
25
Properties=species:S:1:pos:R:3:lowdin_charge:R:1 method="wB97M-V/def2-TZVPD" homo_ev=-10.00 de_lowest_kj_mol=83.5 smiles=CC(C)CN.O.O.O homo_lumo_gap_ev=10.735 fmax_ev_per_a=3.2 spin_multiplicity=1
C -0.95645 0.09745 -1.42817 -0.201
C -1.29000 1.01110 -0.22349 -0.444
C -0.12952 1.48708 0.60324 -0.069
C -2.19771 2.14807 -0.66153 -0.097
N 0.12625 -0.92802 -1.18625 -0.003
H -0.78753 0.53910 -2.45760 0.123
H -1.89684 -0.49413 -1.56860 0.122
H -1.93426 0.41152 0.38379 0.107
H 0.30486 2.40550 0.10233 0.107
H 0.64573 0.72709 0.68655 0.052
H -0.41912 1.76357 1.62632 0.089
H -3.27051 2.02924 -0.39236 0.079
H -2.08622 3.19746 -0.32184 0.079
H -2.26649 2.33877 -1.76584 0.083
H 0.94832 -0.47677 -0.85924 0.043
H 0.40807 -1.44793 -1.99074 0.088
H 2.39430 -2.57224 2.32096 0.055
H 1.40090 -2.15129 1.19738 0.011
O 2.32777 -2.44707 1.36978 -0.078
H 2.89264 -1.07086 0.29760 -0.020
H 4.22811 -0.67040 0.88073 0.032
O 3.59918 -0.40203 0.19607 -0.098
H -0.42932 -1.45718 0.36062 0.002
H -1.16893 -1.91362 1.70762 0.038
O -0.44324 -2.12440 1.12267 -0.099

(4)
27
Properties=species:S:1:pos:R:3:lowdin_charge:R:1 method="wB97M-V/def2-TZVPD" homo_ev=-13.45 de_lowest_kj_mol=43.1 homo_lumo_gap_ev=10.164 fmax_ev_per_a=1.6 charge=+1 spin_multiplicity=1
Rb 0.54597 0.68470 -1.30890 1.066
C -2.87869 0.37456 1.06610 -0.040
C -1.52793 0.28086 1.76230 -0.394
C -0.74388 -0.93815 1.32956 -0.231
O -1.07531 -1.42672 0.02466 -0.259
C -0.42772 -2.65798 -0.16612 -0.129
N -0.71760 1.46114 1.30633 -0.044
H -2.74079 0.76303 0.05791 0.078
H -3.54779 1.06686 1.57753 0.088
H -3.36582 -0.59175 0.94872 0.090
H -1.55992 0.27211 2.85298 0.145
H -0.88681 -1.79626 1.99606 0.136
H 0.33155 -0.69863 1.39011 0.113
H -0.57088 -3.01776 -1.18794 0.087
H -0.86777 -3.47272 0.42105 0.105
H 0.65612 -2.64366 -0.00610 0.095
H 0.11257 1.48779 1.91607 0.074
H -1.12371 2.34484 1.62604 0.089
O 3.13774 2.10587 -2.57596 -0.083
H 3.24533 2.59682 -1.75523 0.002
H 3.32030 1.18891 -2.34785 0.016
O 2.11213 2.80828 -0.14991 -0.142
H 2.15450 3.68101 0.26849 0.083
H 2.75921 2.27907 0.34082 0.063
O 1.22172 -1.67553 -3.00935 -0.123
H 0.55581 -2.11999 -3.55018 0.058
H 1.88168 -2.35668 -2.82719 0.057

(5)
26
Properties=species:S:1:pos:R:3:lowdin_charge:R:1 method="wB97M-V/def2-TZVPD" homo_ev=-18.86 de_lowest_kj_mol=3.9 homo_lumo_gap_ev=12.849 fmax_ev_per_a=2.0 charge=+2 spin_multiplicity=1
C 0.73409 1.54650 -0.18707 -0.010
C -0.49148 0.77850 0.35430 -0.302
C -0.81951 -0.55430 -0.34380 -0.116
C 0.29153 -1.36210 -0.99420 -0.128
N 0.22624 -2.84538 -0.79741 0.211
N -1.68918 1.69730 0.20332 0.198
H 0.50432 1.96258 -1.16817 0.106
H 1.03015 2.30925 0.51606 0.091
H 1.59476 0.88046 -0.19190 0.086
H -0.35319 0.79793 1.42499 0.155
H -1.61845 -0.34794 -1.06405 0.128
H -1.44747 -1.10790 0.37030 0.134
H 0.36042 -1.11903 -2.03896 0.146
H 1.22228 -1.02752 -0.64062 0.093
H -0.34917 -3.04175 0.01648 0.168
H -0.14741 -3.29158 -1.63460 0.184
H 1.18740 -3.18628 -0.56579 0.106
H -1.54287 2.61347 0.68914 0.102
H -2.51445 1.27099 0.63456 0.180
H -1.88974 1.87465 -0.77708 0.169
H -0.85769 4.55474 1.29115 0.075
H -1.90762 4.40314 2.38627 0.091
O -1.31708 3.89805 1.81575 -0.021
H 3.28014 -3.93087 0.27313 0.094
H 3.65956 -2.88277 -0.69908 0.091
O 2.86849 -3.23944 -0.26864 -0.030

(6)
28
Properties=species:S:1:pos:R:3:lowdin_charge:R:1 method="wB97M-V/def2-TZVPD" homo_ev=-8.68 de_lowest_kj_mol=63.3 smiles=NCCNCCO.O.O.O homo_lumo_gap_ev=9.169 fmax_ev_per_a=1.9 spin_multiplicity=1
N -0.95552 -1.13454 0.61173 0.023
C -1.46713 -0.06496 -0.23890 -0.264
C -2.09935 1.09177 0.55976 -0.221
N -1.66423 1.24644 1.92313 -0.081
C -0.36521 1.91518 2.08645 -0.212
C 0.88612 1.07488 1.89581 -0.226
O 1.32162 0.98065 0.51915 -0.102
H -1.63540 -1.86680 0.74842 0.079
H -0.09032 -1.52010 0.26496 0.032
H -2.13210 -0.43339 -1.01491 0.099
H -0.62762 0.26696 -0.87809 0.085
H -1.98544 2.04229 0.11295 0.101
H -3.12937 0.84580 0.67134 0.098
H -1.59222 0.35131 2.38940 0.093
H -0.35274 2.80619 1.44129 0.123
H -0.36349 2.33350 3.09403 0.108
H 1.71565 1.56201 2.42758 0.114
H 0.72893 0.06491 2.25867 0.099
H 0.57328 1.17249 -0.05046 0.033
H 2.12205 -2.52678 -0.18723 0.048
H 1.83290 -1.48204 -1.23878 -0.003
O 1.54104 -2.37444 -0.93696 -0.080
H 2.80009 0.70280 -1.68596 0.057
H 1.94141 0.18858 -2.82754 0.072
O 2.58261 -0.11638 -2.15532 -0.049
H -0.16548 -1.41705 -2.20556 -0.009
H -0.85108 -2.46932 -2.96919 0.041
O -0.70100 -1.52495 -3.01167 -0.057

(7)
29
Properties=species:S:1:pos:R:3:lowdin_charge:R:1 method="wB97M-V/def2-TZVPD" homo_ev=-4.65 de_lowest_kj_mol=72.5 homo_lumo_gap_ev=8.028 fmax_ev_per_a=3.2 charge=-1 spin_multiplicity=1
C 1.02552 0.80017 -2.61928 -0.068
C 0.85020 0.21419 -1.19737 -0.363
C 0.31912 1.32730 -0.28171 -0.170
O 1.21188 1.36798 0.85210 -0.161
N -0.01023 -0.96938 -1.16856 -0.045
C -1.43325 -0.79202 -1.66114 -0.423
O -1.95262 0.40800 -1.38374 -0.260
H 0.04758 1.09785 -3.02437 0.077
H 1.36496 -0.02948 -3.27278 0.076
H 1.71335 1.58365 -2.65100 0.043
H 1.88766 -0.07241 -0.79825 0.148
H 0.33930 2.31625 -0.75231 0.123
H -0.70955 1.08359 0.15979 0.101
H 1.04077 2.18774 1.41775 0.147
H 0.43313 -1.72018 -1.75445 0.123
H -1.47912 -0.97035 -2.79336 0.101
H -2.01461 -1.60380 -1.16126 0.099
H -0.02065 -1.43257 2.04890 0.020
H 0.19380 -1.94289 0.62485 0.005
O 0.45469 -2.15544 1.53869 -0.124
H 2.34641 0.02847 1.18445 -0.072
H 2.05137 -1.44608 1.44069 -0.009
O 2.75917 -0.77623 1.35929 -0.081
H -3.26092 -0.02673 1.10194 0.028
H -2.30793 0.58446 -0.09206 0.002
O -2.57991 0.64816 0.99649 -0.193
H -1.34187 0.29755 1.97982 -0.008
H 0.22327 0.51489 1.98351 0.006
O -0.51881 0.13728 2.52405 -0.121

(8)
32
Properties=species:S:1:pos:R:3:lowdin_charge:R:1 method="wB97M-V/def2-TZVPD" homo_ev=-10.55 de_lowest_kj_mol=0.0 smiles="O=C(O)CCC(=O)O.O.O.O.O.O.O" homo_lumo_gap_ev=10.490 fmax_ev_per_a=3.2 spin_multiplicity=1
O -2.16602 0.91612 1.50392 0.144
C -1.55356 1.22764 0.53644 -0.484
O -0.99920 2.48450 0.46125 0.039
C -1.25808 0.46965 -0.72573 -0.080
C 0.05167 -0.29629 -0.55923 -0.074
C 0.60638 -0.62260 -1.91460 -0.470
O 0.74845 -1.96208 -2.08983 0.101
O 0.97119 0.14000 -2.77000 0.110
H -1.35877 3.11607 1.15413 0.166
H -1.30208 1.11984 -1.61688 0.126
H -2.09037 -0.20894 -0.88654 0.113
H -0.13468 -1.24415 0.07199 0.123
H 0.76797 0.28484 0.03391 0.105
H 1.13332 -2.23305 -2.95365 0.148
H 0.06984 2.85713 -1.69653 0.055
H 0.46237 1.83244 -2.79456 -0.047
O 0.07243 2.68574 -2.69753 -0.079
H 0.97546 2.49531 0.79909 0.033
H 1.73690 2.70009 2.20743 0.103
O 1.83332 2.37977 1.26729 -0.064
H 1.28224 -2.68081 2.36496 0.069
H 1.47432 -1.23318 1.81513 0.008
O 0.80102 -1.87186 2.15382 -0.066
H -0.88714 -2.04575 1.80046 -0.015
H -2.13066 -1.20146 1.83925 0.017
O -1.82435 -2.06455 1.61851 -0.034
H 3.47098 -0.21633 0.78018 0.087
H 2.47418 0.76301 1.37532 -0.025
O 2.70310 -0.15356 1.37173 -0.044
H -1.45542 -2.71262 -1.39015 0.028
H -2.19505 -2.33947 -0.05366 -0.025
O -2.27976 -2.38546 -1.00593 -0.066